[1]
This record from the Open Molecules 2025 dataset describes a structure of composition C43H45BrN7O6RuS2. The level of theory is the ωB97M-V functional and the def2-TZVPD basis.

Output
spin multiplicity: 6
LUMO level (spin up / spin down): 0.31 / -0.78 eV
expectation value of S²: 8.7570

Structure (XYZ):
```
105
C43H45BrN7O6RuS2 | the Open Molecules 2025 dataset | the ωB97M-V functional and the def2-TZVPD basis
Ru -0.2703 -0.3887 0.4279
C 1.5394 -0.1960 7.1859
C 1.9968 -1.4423 6.4799
C 2.8386 -2.3621 7.0980
C 3.2675 -3.5038 6.4381
C 2.8439 -3.7576 5.1410
C 1.9900 -2.8673 4.5112
C 1.5826 -1.7125 5.1750
N 0.7086 -0.7965 4.5222
C 0.8810 -0.3276 3.2522
N 2.1417 -0.3721 2.7852
C 2.6689 -0.1036 1.4934
C 1.8706 0.0490 0.3663
C 2.5100 0.2781 -0.8510
C 3.8883 0.3511 -0.9458
C 4.6603 0.1936 0.1983
C 4.0715 -0.0338 1.4313
C 4.9225 -0.2109 2.6634
N -0.1110 0.1980 2.5759
C -1.3878 0.2880 3.1953
C -2.2563 -0.8031 3.1743
C -3.5325 -0.6869 3.7046
C -3.9371 0.5160 4.2656
C -3.0623 1.5928 4.2981
C -1.7793 1.5020 3.7705
C -0.8229 2.6592 3.8284
H 2.0548 -0.0804 8.1379
H 0.4660 -0.2231 7.3894
H 1.7281 0.6897 6.5771
H 3.1697 -2.1697 8.1116
H 3.9287 -4.1986 6.9394
H 3.1608 -4.6551 4.6247
H 1.6189 -3.0514 3.5084
H -0.2101 -0.6544 4.9139
H 2.8055 -0.7520 3.4403
H 1.9158 0.4020 -1.7493
H 4.3652 0.5215 -1.9034
H 5.7414 0.2437 0.1348
H 5.9759 -0.0981 2.4131
H 4.8042 -1.2050 3.1089
H 4.6825 0.5278 3.4334
H -1.9252 -1.7265 2.7116
H -4.2079 -1.5320 3.6706
H -4.9344 0.6185 4.6737
H -3.3822 2.5311 4.7373
H -1.3594 3.5983 3.9638
H -0.2244 2.7146 2.9204
H -0.1246 2.5473 4.6630
C 1.9678 6.2053 -0.0100
C 1.7775 5.0069 -0.9357
C 0.6709 4.0963 -0.5133
N 0.7298 2.8180 -0.5756
N -0.4123 2.1814 -0.1741
C -1.3580 3.0187 0.1796
N -2.5778 2.6551 0.6279
S -0.8677 4.6815 0.0767
H 2.8065 6.8155 -0.3434
H 2.1667 5.8802 1.0119
H 1.0814 6.8431 0.0056
H 2.6788 4.3949 -0.9750
H 1.5806 5.3518 -1.9550
H -2.8322 1.6984 0.4068
H -3.3296 3.3180 0.5479
Br 3.4632 -7.0835 1.8912
C 2.0223 -6.3346 0.9086
C 1.1993 -7.1660 0.1674
C 0.1444 -6.6081 -0.5419
C -0.0762 -5.2391 -0.5139
C 0.7566 -4.4249 0.2417
C 1.8112 -4.9695 0.9616
C 0.4897 -2.9549 0.3218
O 0.4627 -2.4146 1.4596
O 0.3190 -2.2929 -0.7351
H 1.3797 -8.2317 0.1463
H -0.5073 -7.2509 -1.1193
H -0.8923 -4.7920 -1.0654
H 2.4538 -4.3319 1.5542
C -2.8450 6.9777 -3.7450
C -3.4796 5.6747 -3.3432
C -4.4154 5.6281 -2.3116
C -4.9830 4.4294 -1.9198
C -4.6305 3.2591 -2.5802
C -3.7255 3.2845 -3.6295
C -3.1470 4.4915 -3.9937
S -5.4007 1.7591 -2.0432
O -6.5456 1.4465 -2.8487
O -5.6062 1.8916 -0.6166
N -4.2295 0.6726 -2.4091
C -4.5644 -0.7277 -2.1146
C -4.3208 -1.1666 -0.6652
C -2.8814 -1.0788 -0.2093
O -2.3268 -1.9934 0.3935
O -2.2371 0.0237 -0.4661
H -2.7848 7.6628 -2.8990
H -3.4290 7.4678 -4.5269
H -1.8395 6.8206 -4.1349
H -4.6857 6.5412 -1.7947
H -5.6962 4.3899 -1.1063
H -3.4678 2.3697 -4.1447
H -2.4196 4.5097 -4.7966
H -3.3588 0.9271 -1.9389
H -3.9875 -1.3526 -2.7965
H -5.6162 -0.8646 -2.3614
H -4.6419 -2.1983 -0.5389
H -4.9188 -0.5377 0.0022
```

---

[2]
This record from the Open Molecules 2025 dataset describes a cluster of 11 separate species, C4H28NO13 in total in a non-equilibrium geometry. The level of theory is the ωB97M-V functional and the def2-TZVPD basis.

Output
spin multiplicity: 2
LUMO level (spin up / spin down): -0.16 / -4.81 eV
expectation value of S²: 0.7569

Structure (XYZ):
```
46
C4H28NO13 | the Open Molecules 2025 dataset | the ωB97M-V functional and the def2-TZVPD basis
C 0.2362 -1.1208 -1.7790
C 0.1030 -1.0834 -0.2695
C -1.3181 -1.4976 0.1293
O -2.3416 -0.6910 -0.4375
N 1.0995 -1.8836 0.3471
C 1.5610 -1.7284 1.7820
O 1.4024 -0.5326 2.1667
O 2.0330 -2.6901 2.3165
H 0.4070 -2.1447 -2.0993
H -0.4373 -0.5829 -2.4385
H 1.1071 -0.4866 -2.0276
H 0.2076 -0.1090 0.1901
H -1.4412 -1.4628 1.2169
H -1.7159 -2.4827 -0.1410
H -2.1130 0.2621 -0.5294
H 1.2629 -2.8438 0.0293
H 1.3597 3.6680 -2.1450
H 1.1577 2.3269 -1.6817
O 1.2416 2.7878 -2.5365
H -1.0414 -1.4362 -4.2406
H 0.0802 -2.4945 -4.3680
O -0.5249 -1.9577 -4.8748
H -1.3511 2.4888 -0.7727
H -0.4168 1.9329 0.1830
O -0.7909 1.7058 -0.6935
H -0.2064 -0.2656 2.7996
H -1.3706 -0.7338 3.7464
O -1.0195 0.0158 3.2674
H -4.9388 -0.5393 -0.7023
H -4.0051 -0.6563 0.3958
O -4.9683 -0.5719 0.2613
H 3.8992 1.1118 2.3526
H 2.8965 1.3904 1.3217
O 3.8341 1.5843 1.5244
H 0.8076 2.2687 2.3170
H 1.1170 0.9082 1.5884
O 0.9755 1.8817 1.4698
H -1.7913 1.5504 -2.9769
H -2.7309 0.4895 -2.2888
O -2.6614 1.1368 -2.9803
H -1.9208 1.9121 2.2019
H -1.7209 3.3647 2.3890
O -2.2639 2.7569 1.8638
H 4.2498 -0.5167 0.1988
H 4.1873 0.0775 -1.3204
O 4.2094 -0.6828 -0.7457
```

---

[3]
This record from the Open Molecules 2025 dataset describes a cluster of 3 separate species, C41H50N3O8P in total in a non-equilibrium geometry. The level of theory is the ωB97M-V functional and the def2-TZVPD basis.

Output
LUMO level: -0.99 eV
SMILES: C#CCCC[C@@H](O[C@@H](CCCOC(C)=O)[C@H](C#C)N(CCCC#C)CCc1ccccc1)P(C)O.O=[N+]([O-])c1ccccc1.O=[N+]([O-])c1ccccc1

Structure (XYZ):
```
103
C41H50N3O8P | the Open Molecules 2025 dataset | the ωB97M-V functional and the def2-TZVPD basis
C 2.4836 -0.7123 6.2195
C 2.5578 -1.2302 4.8940
C 2.3546 -1.6508 3.2892
C 3.1269 -3.0707 2.9737
C 3.1459 -3.4580 1.3481
C 1.6553 -3.4462 0.6669
O 1.5713 -2.8025 -0.6514
C 1.7792 -1.3494 -0.5894
C 2.5682 -0.9459 -2.0082
C 3.9640 -0.0826 -1.7219
C 3.6277 1.3241 -0.9327
O 3.2042 2.4085 -1.8420
C 4.1085 3.5362 -1.5266
C 4.0787 4.4309 -0.1438
O 5.0485 3.8164 -2.4605
C 0.3555 -0.4799 -0.4651
C 0.1704 0.2052 1.0084
C 0.0000 0.7465 2.3158
N -0.8016 -1.2917 -0.9768
C -1.2236 -0.8218 -2.3444
C -2.4182 0.2965 -2.3773
C -2.1095 1.6768 -1.5497
C -0.9274 2.5728 -2.3090
C 0.2188 3.3781 -2.5539
C -1.9305 -1.4620 -0.0032
C -3.1657 -2.4324 -0.5035
C -4.5844 -1.7478 0.0559
C -4.8350 -1.4943 1.6902
C -6.2434 -0.7694 2.2271
C -7.4483 -0.2667 1.2086
C -7.1991 -0.5144 -0.4030
C -5.8058 -1.2392 -0.9287
P 1.2128 -5.3189 0.3606
C -0.6158 -5.5255 -0.1484
O 2.2166 -5.7618 -1.0287
H 2.7063 -0.4561 7.3498
H 1.2057 -1.8436 3.1252
H 2.7391 -0.8007 2.5528
H 2.6086 -3.9309 3.6052
H 4.2597 -2.9645 3.3154
H 3.6572 -4.5327 1.2817
H 3.8543 -2.6617 0.8290
H 0.7965 -3.0374 1.3481
H 2.4566 -0.9755 0.2873
H 2.9361 -1.9281 -2.5770
H 1.9035 -0.3078 -2.7338
H 4.5565 0.1509 -2.7211
H 4.5952 -0.7629 -0.9822
H 2.7898 1.2091 -0.1242
H 4.6302 1.6731 -0.4205
H 3.2601 5.2783 -0.1457
H 3.9020 3.7760 0.8373
H 5.1166 4.9611 0.0111
H 0.5098 0.4278 -1.2259
H -0.3074 1.4048 3.2613
H -0.3312 -0.4428 -3.0335
H -1.6490 -1.7810 -2.9141
H -3.4827 -0.1449 -2.0696
H -2.5484 0.6129 -3.5205
H -3.0953 2.3440 -1.6406
H -1.9205 1.5397 -0.4026
H 1.0399 4.2368 -2.6713
H -1.5087 -1.9993 0.9770
H -2.4524 -0.4417 0.3345
H -3.0576 -3.4812 0.0440
H -3.1873 -2.6600 -1.6473
H -4.0216 -1.7819 2.5135
H -6.4219 -0.5679 3.3845
H -8.4362 0.2685 1.5463
H -8.0516 -0.1303 -1.1337
H -5.6721 -1.3745 -2.0828
H -1.2085 -5.9537 0.7779
H -0.6380 -6.3038 -1.0348
H -1.1597 -4.5426 -0.4793
H 1.9008 -5.2475 -1.8532
O 1.7042 1.6553 7.9448
N 1.8850 2.7172 7.3305
O 1.0470 3.2503 6.5892
C 3.1821 3.3859 7.4884
C 4.1729 2.7991 8.2875
C 5.4132 3.4276 8.4144
C 5.6581 4.6320 7.7530
C 4.6659 5.2196 6.9663
C 3.4226 4.5990 6.8295
H 3.9978 1.8607 8.8093
H 6.1910 2.9766 9.0270
H 6.6286 5.1155 7.8505
H 4.8634 6.1599 6.4563
H 2.6609 5.0680 6.2101
O -2.8332 -0.5097 -5.0379
N -3.9541 -0.5281 -5.5681
O -4.9821 -0.9520 -5.0207
C -4.0702 -0.0176 -6.9394
C -2.9263 0.4367 -7.6100
C -3.0389 0.8985 -8.9228
C -4.2827 0.9100 -9.5561
C -5.4219 0.4668 -8.8822
C -5.3213 0.0000 -7.5701
H -1.9498 0.4341 -7.1305
H -2.1558 1.2470 -9.4542
H -4.3646 1.2658 -10.5818
H -6.3882 0.4816 -9.3815
H -6.2180 -0.3451 -7.0596
```

---

[4]
This record from the Open Molecules 2025 dataset describes a cluster of 7 separate species, C26H52O12 in total in a non-equilibrium geometry. The level of theory is the ωB97M-V functional and the def2-TZVPD basis.

Output
LUMO level: 0.45 eV
SMILES: CCOC(C)=O.CCOC(C)=O.CCOC(C)=O.CCOC(C)=O.CCOC(C)=O.CC(C)=O.CC(C)=O

Structure (XYZ):
```
90
C26H52O12 | the Open Molecules 2025 dataset | the ωB97M-V functional and the def2-TZVPD basis
C -1.4329 2.7136 0.2117
C -1.2821 1.4920 1.0630
O -0.6049 0.4936 0.2573
C -0.2241 -0.6470 0.8359
C 0.4945 -1.5409 -0.1293
O -0.4976 -0.9897 1.9574
H -2.2868 2.6519 -0.4705
H -0.5473 2.9140 -0.3925
H -1.6316 3.6133 0.7995
H -0.6781 1.6886 1.9475
H -2.2465 1.0716 1.3318
H 1.1585 -2.2534 0.3417
H 0.9733 -0.9438 -0.9065
H -0.2669 -2.1352 -0.6427
C -1.1698 -4.1141 2.8971
C -2.2104 -3.9892 3.9843
O -2.6219 -2.6282 4.2063
C -3.3537 -2.0664 3.2454
C -3.6870 -0.6294 3.5314
O -3.7186 -2.6463 2.2533
H -1.6567 -4.0095 1.9318
H -0.6758 -5.0839 2.9476
H -0.4080 -3.3437 3.0247
H -3.0914 -4.5762 3.7111
H -1.8585 -4.3246 4.9564
H -3.0601 0.0066 2.9158
H -3.4502 -0.3770 4.5640
H -4.7317 -0.4604 3.2887
C 2.6220 -6.0282 2.9280
C 3.8060 -6.1335 1.9769
O 4.2358 -4.8580 1.4969
C 3.5341 -4.3538 0.4724
C 4.0477 -3.0033 0.0640
O 2.6318 -4.9476 -0.0604
H 2.2342 -7.0464 3.0482
H 1.8180 -5.4304 2.5066
H 2.9432 -5.7094 3.9157
H 4.6388 -6.5587 2.5356
H 3.5935 -6.7714 1.1208
H 4.3055 -2.9945 -0.9966
H 4.9947 -2.8038 0.5627
H 3.2942 -2.2539 0.2856
C 0.3926 6.5171 4.7579
C -0.7118 7.4461 4.2692
O -0.4973 7.8491 2.9150
C -0.8444 6.9674 1.9784
C -0.4353 7.4457 0.6173
O -1.4126 5.9296 2.2146
H 1.3597 6.9748 4.5462
H 0.3143 5.5732 4.2245
H 0.3113 6.4066 5.8374
H -1.6870 6.9654 4.3574
H -0.7584 8.3469 4.8788
H -0.7222 8.4737 0.4165
H -0.8706 6.8172 -0.1573
H 0.6484 7.3274 0.5382
C -2.1754 -0.1733 -2.6991
C -1.8499 -1.6301 -2.9523
O -2.5720 -2.5138 -2.0944
C -3.8114 -2.8514 -2.4752
C -4.4297 -3.7633 -1.4612
O -4.3090 -2.4627 -3.5000
H -2.1112 0.0442 -1.6358
H -3.1951 0.0438 -3.0298
H -1.4846 0.4711 -3.2414
H -1.8523 -1.9385 -3.9974
H -0.8087 -1.7843 -2.6516
H -5.4964 -3.9097 -1.5944
H -4.3094 -3.2941 -0.4750
H -3.9186 -4.7211 -1.3958
C 4.0344 -0.2334 -2.6097
C 5.3113 -0.9204 -3.0506
C 6.4709 -0.0338 -3.4777
O 5.4156 -2.1167 -3.1243
H 4.3362 0.7922 -2.3543
H 3.6354 -0.6533 -1.6925
H 3.3311 -0.0771 -3.4263
H 6.5277 0.8841 -2.8999
H 6.3627 0.1583 -4.5460
H 7.3800 -0.6178 -3.3420
C -1.2240 3.1284 -6.3784
C -0.4063 2.7963 -5.1626
C -0.9779 3.2338 -3.8312
O 0.6518 2.2228 -5.2268
H -2.2491 2.8031 -6.2176
H -0.7482 2.6968 -7.2549
H -1.2216 4.2136 -6.5152
H -2.0558 3.0754 -3.8072
H -0.8445 4.3219 -3.7732
H -0.4256 2.7756 -3.0190
```

---

[5]
This record from the Open Molecules 2025 dataset describes a cluster of 6 separate species, C36H37B3O3 in total in a non-equilibrium geometry. The level of theory is the ωB97M-V functional and the def2-TZVPD basis.

Output
LUMO level: -0.26 eV
SMILES: B1OBOB(c2ccccc2)O1.c1ccccc1.c1ccccc1.c1ccccc1.c1ccccc1.c1ccccc1

Structure (XYZ):
```
79
C36H37B3O3 | the Open Molecules 2025 dataset | the ωB97M-V functional and the def2-TZVPD basis
B 4.2052 2.4085 1.5996
O 5.3026 3.0784 0.9471
B 4.9855 4.4361 0.5789
O 3.9239 5.2376 1.1706
B 2.9018 4.2788 1.5164
C 1.3895 4.2375 0.9605
C 0.3198 3.5629 1.8782
C -1.1246 3.4876 1.3034
C -1.4041 4.0791 -0.1059
C -0.3279 4.7493 -1.0025
C 1.1082 4.8281 -0.4395
O 3.3013 3.2070 2.4301
H 3.9335 1.2651 1.4951
H 5.6523 4.9943 -0.2377
H 0.5971 3.1356 2.9098
H -1.9004 2.9653 1.9553
H -2.4561 3.9919 -0.5381
H -0.5235 5.1565 -2.0557
H 2.0008 5.2787 -1.0063
C 0.3151 -0.5694 0.0067
C 1.3148 -0.5364 0.9741
C 2.0062 -1.6985 1.3013
C 1.6948 -2.8961 0.6640
C 0.6887 -2.9313 -0.2969
C -0.0003 -1.7681 -0.6270
H -0.2194 0.3388 -0.2529
H 1.5556 0.3973 1.4728
H 2.7880 -1.6714 2.0532
H 2.2355 -3.8019 0.9172
H 0.4418 -3.8662 -0.7897
H -0.7834 -1.7949 -1.3780
C -3.7222 2.4788 -5.7676
C -3.7168 3.5285 -4.8543
C -2.7767 3.5542 -3.8288
C -1.8439 2.5270 -3.7138
C -1.8553 1.4731 -4.6217
C -2.7930 1.4490 -5.6495
H -4.4510 2.4622 -6.5709
H -4.4454 4.3278 -4.9422
H -2.7705 4.3748 -3.1184
H -1.1091 2.5479 -2.9158
H -1.1321 0.6695 -4.5285
H -2.8004 0.6278 -6.3586
C -3.4426 -1.3892 2.2857
C -4.4689 -1.1804 3.2020
C -4.2643 -0.3504 4.2999
C -3.0312 0.2681 4.4841
C -2.0021 0.0519 3.5726
C -2.2078 -0.7752 2.4727
H -3.6045 -2.0311 1.4262
H -5.4296 -1.6646 3.0599
H -5.0657 -0.1852 5.0123
H -2.8721 0.9172 5.3386
H -1.0381 0.5294 3.7191
H -1.4059 -0.9416 1.7611
C 3.5768 -2.2053 5.0135
C 4.5765 -2.1715 5.9806
C 5.2679 -3.3336 6.3084
C 4.9566 -4.5313 5.6716
C 3.9507 -4.5669 4.7110
C 3.2618 -3.4041 4.3806
H 3.0422 -1.2976 4.7533
H 4.8175 -1.2383 6.4790
H 6.0496 -3.3063 7.0601
H 5.4972 -5.4368 5.9251
H 3.7037 -5.5019 4.2186
H 2.4789 -3.4315 3.6300
C -1.7050 -3.5119 -4.1494
C -0.9052 -2.4868 -4.6443
C -1.1072 -2.0068 -5.9348
C -2.1070 -2.5554 -6.7323
C -2.9009 -3.5869 -6.2405
C -2.7013 -4.0643 -4.9489
H -1.5516 -3.8814 -3.1409
H -0.1236 -2.0605 -4.0232
H -0.4854 -1.2049 -6.3193
H -2.2665 -2.1798 -7.7374
H -3.6767 -4.0189 -6.8642
H -3.3218 -4.8670 -4.5648
```

---

[6]
This record from the Open Molecules 2025 dataset describes an isolated molecule of C3H5NO in a non-equilibrium geometry. The level of theory is the ωB97M-V functional and the def2-TZVPD basis.

Output
LUMO level: 0.95 eV
SMILES: O=C1CCN1

Structure (XYZ):
```
10
C3H5NO | the Open Molecules 2025 dataset | the ωB97M-V functional and the def2-TZVPD basis
O 2.8908 -0.2449 0.0125
C 1.7180 -0.0635 0.0090
C 0.3328 -0.9927 -0.0031
C -0.3499 0.3833 0.0061
N 0.9133 1.0455 -0.0228
H 0.0038 -1.4926 -0.9555
H 0.3530 -1.6681 0.7207
H -0.9580 0.4938 -0.9902
H -0.8532 0.5574 0.9653
H 1.1192 2.0985 0.1781
```

---

- Number 3 is which compound?
  C41H50N3O8P